(1)
51
Properties=species:S:1:pos:R:3:forces:R:3 method="wB97M-V/def2-TZVPD" homo_lumo_gap_ev="7.5870 / 7.5876" charge=+2 e_homo_ev="-15.93 / -15.93" total_energy_ev=-44005.4749 spin_multiplicity=1 max_force_ev_per_a=0.898 lumo_ev="-8.3 / -8.3"
Os 0.41086 -0.53696 0.24523 -0.790 -0.407 0.069
O 3.76511 -1.17920 2.59380 -0.028 -0.098 -0.263
C 2.56306 -1.13708 2.11699 0.056 -0.056 0.642
O 2.22434 -1.47801 0.97768 0.834 -0.295 0.153
C 1.48820 -0.70852 3.03751 0.240 -0.068 -0.211
C 1.53820 -0.59008 4.40659 0.071 -0.053 0.011
C 0.33603 -0.39665 5.08927 -0.114 -0.010 0.004
C -0.85646 -0.37001 4.38012 0.090 -0.002 0.108
C -0.80753 -0.47225 3.00042 0.168 0.225 -0.073
N 0.34207 -0.59596 2.34867 -0.316 -0.044 -0.126
C -1.98201 -0.47513 2.08226 -0.181 0.235 -0.135
O -3.11060 -0.42897 2.46672 -0.044 -0.004 -0.065
O -1.60528 -0.53781 0.80821 0.332 -0.209 -0.093
H 4.40828 -1.51160 1.93815 -0.002 0.033 0.068
H 2.48440 -0.68699 4.92239 -0.028 0.024 0.019
H 0.33642 -0.30775 6.16727 -0.009 0.014 0.000
H -1.82517 -0.27260 4.85297 0.017 -0.013 0.043
N -0.29456 -2.39333 -0.37633 0.114 0.297 0.237
C 0.27008 -2.97456 -1.63399 -0.093 0.126 0.008
C 1.77800 -2.81320 -1.66995 -0.004 -0.061 0.093
C 2.15774 -1.39701 -2.03495 -0.186 -0.294 -0.125
O 2.84689 -1.10868 -2.95855 0.194 0.132 0.048
O 1.59122 -0.41080 -1.27681 -0.077 0.511 0.091
H -0.12033 -3.04741 0.38701 0.066 -0.007 0.007
H -1.31125 -2.31516 -0.42939 -0.029 0.067 -0.017
H -0.20537 -2.46376 -2.47082 -0.003 -0.015 -0.015
H -0.01990 -4.02425 -1.67122 0.004 -0.011 0.017
H 2.21573 -3.48652 -2.40242 -0.016 0.052 -0.068
H 2.20630 -3.05605 -0.69546 0.003 -0.116 -0.083
C -0.68175 2.91469 1.10936 -0.019 -0.003 -0.007
C -1.59508 2.27331 0.06619 -0.009 0.050 -0.209
P -0.72405 1.12653 -1.03734 -0.098 -0.112 -0.176
C -1.89496 0.42240 -2.22202 0.015 0.064 0.030
C -2.81774 1.47262 -2.85031 -0.003 -0.033 -0.043
C 0.50803 2.14415 -1.91411 -0.119 0.106 -0.038
C 0.83656 1.72797 -3.34815 0.009 0.008 0.022
H -1.26834 3.54044 1.77999 0.020 0.000 0.006
H 0.07733 3.54786 0.65026 0.010 -0.018 0.001
H -0.17125 2.16925 1.72765 -0.003 -0.036 0.031
H -2.00411 3.03825 -0.60115 0.008 0.027 0.052
H -2.44600 1.76027 0.50686 -0.028 -0.054 0.071
H -2.47176 -0.33370 -1.68674 -0.041 -0.001 -0.006
H -1.29027 -0.07794 -2.98326 -0.019 -0.008 -0.003
H -3.52663 1.86623 -2.12380 0.009 -0.003 0.007
H -3.38953 1.01402 -3.65505 -0.011 0.009 0.003
H -2.25913 2.30574 -3.27785 0.004 -0.001 -0.004
H 1.41138 2.17854 -1.30144 0.016 -0.010 -0.018
H 0.08693 3.15474 -1.89644 0.014 0.000 -0.026
H 1.31756 0.75373 -3.39468 -0.026 0.061 -0.021
H 1.53026 2.45284 -3.77106 0.003 -0.003 -0.006
H -0.05191 1.72437 -3.97828 -0.005 0.004 -0.010

---

(2)
45
Properties=species:S:1:pos:R:3:forces:R:3 method="wB97M-V/def2-TZVPD" homo_lumo_gap_ev=3.7332 charge=+1 e_homo_ev=-7.59 total_energy_ev=-23298.0080 spin_multiplicity=1 max_force_ev_per_a=3.488 lumo_ev=-3.9
C -0.39126 0.51971 -3.81344 -0.182 0.243 0.572
C 0.16637 1.88123 -3.83149 0.157 0.598 0.228
C 0.40577 -0.53897 -4.45482 0.330 -0.449 0.059
C -1.85610 0.39770 -3.88702 -0.507 -0.003 0.222
H 0.35207 -0.41565 -5.55406 0.038 -0.055 0.133
H 0.03874 -1.54753 -4.23324 -0.035 0.116 -0.094
H 1.46658 -0.49423 -4.18410 -0.097 0.066 -0.104
H 0.09381 2.28326 -4.86145 0.129 0.009 0.078
H 1.22429 1.91204 -3.54743 -0.072 -0.025 -0.100
H -0.38475 2.56921 -3.18008 0.062 -0.155 -0.195
H -2.18413 0.60526 -4.92440 -0.031 -0.109 0.095
H -2.37059 1.11758 -3.24048 0.120 -0.060 -0.175
H -2.21464 -0.60680 -3.63609 0.035 0.028 -0.076
C 2.23651 -0.21652 1.42064 0.741 -0.022 -0.787
C 2.11114 -1.02615 0.24585 1.184 0.832 -0.012
C 1.84457 -0.16530 -0.86699 0.768 0.313 0.697
H 2.32941 -2.09230 0.20673 -0.204 0.473 -0.012
C 1.78543 1.18331 -0.37896 0.603 -0.295 -0.121
C 2.05789 1.14880 1.02852 0.103 -0.375 -0.401
H 2.21215 2.02161 1.66308 -0.332 -0.288 -0.220
H 2.57965 -0.56865 2.39726 -0.431 0.091 -0.396
H 1.83190 -0.44694 -1.91886 -0.379 0.005 0.448
H 1.67821 2.08228 -0.98936 -0.040 -0.414 0.236
C -2.20996 -1.22743 0.81650 0.323 -0.254 -0.173
C -1.17271 -2.12599 1.23452 -0.214 -0.481 -0.723
C -0.33243 -2.37564 0.10575 -1.335 -0.589 -0.252
H -1.12033 -2.65664 2.18888 0.168 0.391 -0.360
C -0.83818 -1.62582 -1.00382 -0.727 -0.537 0.585
C -1.99110 -0.89214 -0.55187 -0.060 -0.620 -0.513
H -2.64906 -0.28603 -1.18130 0.380 -0.255 0.300
H -3.07846 -0.92993 1.40632 0.405 0.119 -0.175
H 0.46392 -3.11739 0.07671 -0.304 0.408 0.015
H -0.50919 -1.69477 -2.04261 0.099 0.299 0.595
Zr -0.05059 -0.04656 0.65108 -0.185 0.165 -1.181
C 1.24628 1.60975 4.68865 0.183 0.357 0.421
N 0.03150 0.81785 4.83358 0.000 0.063 0.164
C -0.66265 0.23378 3.86713 -0.226 -0.264 -1.485
N -1.75919 -0.45356 4.25122 0.370 0.309 0.125
O -0.33500 0.29295 2.62704 -0.625 0.806 3.336
H 1.72104 1.48950 3.71597 -0.380 -0.189 0.083
H 1.96073 1.30603 5.45786 -0.087 -0.059 -0.139
H 1.02665 2.66848 4.85579 0.007 -0.112 -0.163
H -0.40725 0.76468 5.74876 0.517 0.161 -0.211
H -2.31946 -0.93202 3.56902 -0.038 0.064 0.047
H -2.02753 -0.42205 5.22502 -0.229 -0.305 -0.369

---

(3)
48
Properties=species:S:1:pos:R:3:forces:R:3 method="wB97M-V/def2-TZVPD" homo_lumo_gap_ev=9.1215 e_above_lowest_kcal_mol=51.7 e_homo_ev=-8.50 total_energy_ev=-38445.7760 spin_multiplicity=1 max_force_ev_per_a=0.764 lumo_ev=0.6
C -1.61542 0.23216 3.21789 -0.264 0.100 -0.193
H -0.81089 -0.44068 2.92885 0.156 -0.102 -0.006
H -2.31745 -0.32207 3.83645 -0.029 -0.092 0.123
H -1.19169 1.03665 3.81387 0.080 0.041 0.088
C -2.31034 0.79796 1.98271 0.088 -0.216 -0.231
C -1.35834 1.66542 1.16532 -0.331 -0.029 0.129
H -1.86918 2.05762 0.29057 0.049 0.086 -0.136
H -0.50372 1.07993 0.83459 0.176 -0.095 -0.090
H -0.99278 2.50069 1.75752 0.088 0.111 0.022
C -2.86092 -0.33990 1.12038 -0.008 0.147 0.316
O -3.67263 0.21686 0.10387 0.079 0.190 0.031
C -4.33231 -0.72239 -0.70321 0.018 -0.321 -0.203
C -3.40442 -1.43752 -1.70820 0.099 0.651 0.386
O -4.13031 -2.36744 -2.47661 -0.269 -0.244 -0.245
H -4.81175 -1.89866 -2.97340 0.039 -0.016 0.021
C -2.67508 -0.40615 -2.58097 0.007 -0.354 0.194
H -2.47166 0.48030 -1.97708 -0.005 0.068 -0.055
H -3.33166 -0.11177 -3.40400 -0.056 0.046 0.035
C -1.36716 -0.97209 -3.15061 -0.187 0.037 0.147
C -0.33601 -1.03462 -2.05013 0.177 0.219 -0.274
O -0.21015 -1.94120 -1.24730 -0.033 -0.339 0.288
N 0.48232 0.04353 -2.00889 0.383 0.484 0.012
N 1.40995 0.15018 -0.98272 -0.119 -0.384 0.396
C 1.90919 1.34543 -0.63044 -0.127 -0.091 -0.423
N 2.75345 1.43195 0.42863 0.095 0.152 0.023
C 3.10299 0.48173 1.39366 0.096 -0.401 0.291
C 4.37918 0.55775 1.95047 -0.082 0.003 -0.103
C 4.77357 -0.34097 2.92197 -0.032 0.026 0.029
C 3.90171 -1.32563 3.35737 -0.014 -0.072 0.074
C 2.62478 -1.38824 2.82778 0.094 -0.062 0.025
C 2.21903 -0.49053 1.85650 -0.018 0.121 -0.090
H 1.20192 -0.52962 1.49870 -0.107 0.021 -0.050
H 1.92978 -2.13713 3.17632 -0.068 -0.063 0.027
H 4.21168 -2.03081 4.11268 0.028 -0.065 0.069
H 5.76666 -0.27266 3.33969 0.084 0.012 0.028
H 5.05894 1.32626 1.61185 0.082 0.060 -0.067
H 3.25189 2.31125 0.47208 -0.230 -0.106 -0.109
S 1.56635 2.69993 -1.53094 -0.092 0.533 -0.210
H 1.56066 -0.72109 -0.48676 -0.028 0.139 -0.106
H 0.35958 0.92333 -2.50715 0.026 -0.185 0.032
H -1.55178 -1.98052 -3.52293 0.132 0.026 -0.033
H -1.00443 -0.34386 -3.96397 0.038 -0.049 -0.045
H -2.67187 -2.04288 -1.16648 -0.044 0.123 -0.012
H -5.08670 -0.14988 -1.25522 -0.019 -0.116 -0.022
H -4.84321 -1.47911 -0.08956 0.012 0.063 -0.080
H -2.03037 -0.91380 0.68677 0.032 -0.009 0.038
H -3.46313 -1.02510 1.73636 0.030 0.007 -0.048
H -3.15896 1.41382 2.29576 -0.026 -0.057 0.008

---

(4)
45
Properties=species:S:1:pos:R:3:forces:R:3 method="wB97M-V/def2-TZVPD" homo_lumo_gap_ev=7.6988 e_above_lowest_kcal_mol=382.5 e_homo_ev=-7.21 total_energy_ev=-32287.6383 spin_multiplicity=1 max_force_ev_per_a=19.501 lumo_ev=0.5
C -4.57975 -3.07121 0.00608 -2.747 -0.847 -4.742
C -4.41431 -1.64467 -0.58710 -7.303 -6.977 -5.125
H -5.41870 -1.13930 -0.69657 0.405 -0.790 -0.051
H -4.07116 -1.65800 -1.60985 0.476 -0.316 -0.528
C -3.71226 -0.89586 0.17086 3.014 9.790 9.269
N -3.53520 0.44767 -0.33091 1.018 1.475 -0.275
C -2.42895 1.14795 -0.04099 3.243 4.225 -2.539
N -1.16755 0.68208 -0.47252 -3.371 4.524 4.723
C 0.03479 1.34844 -0.08408 0.079 -2.936 3.904
C 1.02102 0.27746 0.74981 -5.377 9.362 4.245
N 1.17588 -0.69822 0.03510 0.815 -14.541 -7.789
C -0.11938 -1.39765 -0.50599 4.754 -7.258 5.524
H 0.21514 -2.54965 -1.13774 -0.994 4.184 1.404
C -0.89567 -0.42340 -1.13059 -7.366 -6.232 -1.104
H -1.87076 -0.98784 -1.57749 1.682 1.413 1.211
H -0.47510 -0.22893 -1.96298 3.432 1.862 -6.198
H -0.49761 -1.99190 0.55382 0.156 2.096 -2.823
C 2.19123 -0.80667 -0.95419 2.670 5.297 -1.014
C 3.68644 -0.35630 -0.50523 -11.487 -13.980 7.271
C 4.01819 -1.18619 0.73544 -4.167 -1.182 -4.045
C 5.24228 -0.98851 1.08230 2.369 -0.326 5.303
C 5.96410 0.13068 0.82762 3.881 2.520 -5.003
C 5.62007 0.91967 -0.32685 0.634 -1.365 3.433
C 4.31669 0.60888 -0.76053 7.548 13.653 -9.346
H 4.02506 1.33744 -1.99790 0.408 -2.110 3.781
H 6.32212 1.62590 -0.78636 -0.731 -0.135 0.330
H 7.06336 0.04500 1.10223 -1.504 0.809 0.118
H 5.67797 -1.42456 1.96576 -0.145 -1.277 0.163
H 3.33971 -2.05694 1.11644 1.306 1.905 -0.943
H 2.01275 -0.01089 -1.70006 -0.134 0.288 -0.366
H 2.28704 -1.59769 -1.61970 -0.388 -2.463 -0.096
H 1.90596 0.76600 0.87450 2.450 1.707 0.925
H 0.51861 0.08125 1.71455 0.072 0.133 0.070
H -0.16593 2.05021 0.62532 -0.628 2.496 1.169
H 0.56110 1.62755 -0.88539 1.873 1.571 -3.160
S -2.42728 3.09754 0.15990 -0.819 -4.086 0.047
H -4.26703 1.14690 -0.54163 -0.128 -1.166 0.679
C -4.44050 -0.40837 1.91722 1.247 1.570 -7.959
H -3.87736 0.33494 2.24277 2.811 2.764 1.800
H -4.65714 -1.20769 2.33405 -0.792 -7.456 4.840
H -5.34859 -0.08849 1.63550 -3.334 1.892 -1.238
H -2.91498 -1.11948 0.77695 2.676 -1.389 0.007
H -5.27487 -3.73447 -0.75471 1.813 1.587 1.438
H -3.67842 -3.62312 0.06113 0.925 -0.322 0.654
H -5.24137 -3.06524 0.80940 -0.344 0.031 2.036